# 1
A structure of composition C6H14O in a non-equilibrium geometry. Source: OMol25; level of theory: wB97M-V/def2-TZVPD.

Last column: Mulliken charge in e.
Element x y z (Å)
C 0.85 -0.12 -0.16  1.4522
C -0.27 -0.96 -0.16  -0.1051
C -1.64 1.09 1.49  -0.7081
C 1.27 0.61 -1.40  -1.4364
C 1.51 0.27 1.13  -1.5604
C -1.02 -1.40 -1.40  -1.3777
O -1.33 0.76 0.20  -0.6831
H -0.55 -1.40 0.80  0.5233
H 1.01 -1.54 -0.29  0.0936
H -1.41 0.29 2.23  0.2190
H -1.10 2.00 1.86  0.1922
H -2.72 1.32 1.63  0.2574
H 0.59 1.44 -1.57  0.3077
H 1.17 1.28 1.37  0.2890
H 1.22 -0.39 1.95  0.3147
H 1.25 -0.02 -2.29  0.3191
H 2.27 1.04 -1.31  0.4001
H 2.59 0.28 1.03  0.4896
H -1.56 -0.55 -1.81  0.3249
H -1.75 -2.16 -1.13  0.3435
H -0.38 -1.82 -2.17  0.3444

* E_HOMO: -0.2701 Eh
* LUMO energy: 0.026 Ha
* Kohn-Sham gap: 8.07 eV

# 2
A cluster of 2 separate species, C6H14O in total in a non-equilibrium geometry. Source: OMol25; level of theory: wB97M-V/def2-TZVPD.

Last column: Mulliken charge in e.
Element x y z (Å)
C 0.34 -0.72 -0.36  0.8141
C 0.45 0.57 -0.30  -0.5840
C -1.07 -1.41 -0.32  -1.2978
C 1.49 -1.70 -0.47  -1.1998
C 1.98 1.94 1.19  -1.0225
C 1.71 1.50 -0.21  -0.4093
H -0.51 1.11 -0.32  0.2912
H -1.03 -2.29 0.34  0.3342
H -1.29 -1.76 -1.35  0.3053
H -1.89 -0.76 0.01  0.3603
H 2.25 -1.15 -1.04  0.3649
H 1.19 -2.59 -1.04  0.3400
H 1.95 -2.03 0.48  0.2423
H 2.62 1.36 1.87  0.2893
H 0.99 2.07 1.66  0.2871
H 2.44 2.94 1.05  0.3074
H 1.46 2.38 -0.84  0.2766
H 2.57 0.98 -0.68  0.3092
O -5.25 -0.20 0.51  -0.6495
H -5.59 -0.77 -0.21  0.3243
H -4.79 0.54 0.04  0.3168

* E_HOMO: -0.3349 Eh
* LUMO energy: 0.029 Ha
* structure (SMILES): CCC=C(C)C.O
* Kohn-Sham gap: 9.89 eV

# 3
A cluster of 2 separate species, C6H14O in total in a non-equilibrium geometry. Source: OMol25; level of theory: wB97M-V/def2-TZVPD.

Last column: Mulliken charge in e.
Element x y z (Å)
C 0.53 1.49 1.29  -0.4868
C 0.69 -0.01 1.38  -0.5481
C -0.37 1.88 0.13  -0.6402
C 1.16 -0.66 0.05  -0.7329
C 0.04 1.24 -1.23  -0.6652
C 0.24 -0.27 -1.14  -0.3973
H 1.53 1.95 1.18  0.2951
H 0.08 1.88 2.23  0.2626
H -0.25 -0.55 1.61  0.2924
H 1.45 -0.35 2.10  0.2785
H -0.36 2.97 -0.01  0.2883
H -1.43 1.56 0.23  0.3118
H 1.15 -1.77 0.09  0.3264
H 2.20 -0.34 -0.17  0.3644
H 1.02 1.68 -1.51  0.3178
H -0.70 1.55 -1.99  0.3170
H 0.56 -0.61 -2.15  0.3085
H -0.62 -0.88 -0.83  0.1135
O -2.36 -3.65 -0.81  -0.6479
H -2.49 -2.81 -0.31  0.3195
H -2.07 -4.30 -0.14  0.3226

* E_HOMO: -0.3861 Eh
* LUMO energy: 0.027 Ha
* structure (SMILES): C1CCCCC1.O
* Kohn-Sham gap: 11.24 eV

# 4
An isolated molecule of C6H14O in a non-equilibrium geometry. Source: OMol25; level of theory: wB97M-V/def2-TZVPD.

Last column: Mulliken charge in e.
Element x y z (Å)
C -0.37 2.57 -1.28  -0.6584
O -0.32 1.66 -0.22  -0.2866
C -0.23 0.37 -0.77  -1.0503
C 0.09 -0.64 0.35  1.9528
C 0.29 -1.99 -0.35  -1.7901
C 1.35 -0.20 1.09  -1.7238
C -1.04 -0.81 1.40  -1.7231
H 0.39 2.25 -2.03  0.3107
H -0.22 3.56 -0.85  0.2420
H -1.35 2.53 -1.79  0.2693
H 0.52 0.46 -1.62  0.4924
H -1.18 0.12 -1.28  0.4440
H -0.62 -2.29 -0.87  0.4076
H 0.54 -2.77 0.38  0.4088
H 1.10 -1.92 -1.08  0.3897
H 1.18 0.73 1.64  0.3699
H 2.17 -0.04 0.39  0.3627
H 1.67 -0.96 1.82  0.4234
H -1.24 0.11 1.96  0.3518
H -0.74 -1.57 2.13  0.4253
H -1.98 -1.15 0.96  0.3819

* E_HOMO: -0.3603 Eh
* LUMO energy: 0.034 Ha
* structure (SMILES): COCC(C)(C)C
* Kohn-Sham gap: 10.73 eV

# 5
A cluster of 2 separate species, C6H14O2 in total in a non-equilibrium geometry. Source: OMol25; level of theory: wB97M-V/def2-TZVPD.

Last column: Mulliken charge in e.
Element x y z (Å)
C 1.02 2.61 0.88  -0.2176
C 1.19 3.75 -0.10  -0.9934
O -0.02 1.53 0.46  -0.2246
O -1.37 2.14 0.54  -0.3671
H -1.87 1.61 -0.10  0.3146
H 1.95 2.13 1.16  0.3075
H 0.60 3.02 1.80  0.2618
H 1.66 3.40 -1.02  0.2782
H 0.24 4.22 -0.35  0.2811
H 1.81 4.55 0.32  0.3405
C 0.07 -2.03 -1.56  -1.3570
C -1.66 -2.09 0.34  -1.3470
C -0.23 -2.25 -0.10  1.1251
C 0.58 -3.08 0.61  -0.9579
H -0.82 -1.89 -2.18  0.3555
H 0.57 -2.89 -2.00  0.3797
H 0.77 -1.20 -1.65  0.2710
H -2.04 -2.99 0.84  0.3803
H -1.68 -1.31 1.10  0.2604
H -2.35 -1.89 -0.48  0.3369
H 1.40 -3.59 0.13  0.2937
H 0.19 -3.74 1.36  0.2785

* E_HOMO: -0.3254 Eh
* LUMO energy: 0.031 Ha
* structure (SMILES): C=C(C)C.CCOO
* Kohn-Sham gap: 9.71 eV

# 6
A cluster of 3 separate species, C6H14O2 in total in a non-equilibrium geometry. Source: OMol25; level of theory: wB97M-V/def2-TZVPD.

Last column: Mulliken charge in e.
Element x y z (Å)
C 0.47 -1.70 1.76  -1.0588
C 0.36 -1.96 0.22  -0.3059
C -0.69 -0.99 -0.29  0.4293
C -1.69 -1.32 -1.10  -0.9762
C 0.30 1.19 -0.46  -1.4079
C -0.60 0.47 0.16  0.0979
H 1.13 -2.43 2.25  0.3625
H -0.55 -1.79 2.09  0.3307
H 0.98 -0.81 2.14  0.1740
H 0.08 -3.00 0.05  0.3320
H 1.31 -1.80 -0.31  0.2666
H -2.47 -0.58 -1.26  0.2876
H -1.81 -2.13 -1.81  0.2966
H 0.42 2.27 -0.24  0.4989
H 0.91 0.77 -1.24  0.2213
H -1.21 0.62 1.04  0.4163
H -0.59 2.83 -1.92  0.3521
H -1.21 1.80 -2.93  0.3169
O -0.44 2.34 -2.71  -0.6587
H 1.96 1.36 1.53  0.3444
H 1.20 2.55 1.46  0.3441
O 2.13 2.31 1.57  -0.6638

* E_HOMO: -0.3486 Eh
* LUMO energy: 0.024 Ha
* structure (SMILES): C=CC(=C)CC.O.O
* Kohn-Sham gap: 10.14 eV

# 7
A structure of composition C6H14O2 in a non-equilibrium geometry. Source: OMol25; level of theory: wB97M-V/def2-TZVPD.

Last column: Mulliken charge in e.
Element x y z (Å)
C 2.59 -1.22 0.05  -1.1618
C 1.77 0.09 -0.02  0.4957
C 2.53 1.23 0.16  -1.0617
C -0.45 1.31 -0.10  -1.1629
C 0.37 0.07 -0.11  1.3098
C -0.43 -1.10 -0.50  -1.2377
H 2.05 -1.91 -0.60  0.2697
H 3.53 -0.88 -0.39  0.3971
H 2.71 -1.86 0.92  0.3120
H 2.02 2.16 -0.04  0.3031
H 3.53 1.06 0.53  0.3784
H -0.78 1.63 -1.10  0.2931
H 0.16 2.13 0.27  0.4294
H -1.15 -0.78 -1.25  0.3125
H 0.14 -1.95 -0.86  0.3829
H -1.05 -1.53 0.31  0.3327
H -3.28 -0.86 1.81  0.1945
H -1.36 1.07 0.46  0.3073
O -2.54 -0.58 1.29  -0.8667
H -3.04 0.06 0.37  0.4044
H -4.12 1.09 -0.62  0.1768
O -3.21 0.77 -0.59  -0.8087

* E_HOMO: -0.2876 Eh
* LUMO energy: -0.097 Ha
* Kohn-Sham gap: 5.19 eV

# 8
A cluster of 3 separate species, C6H14O2 in total in a non-equilibrium geometry. Source: OMol25; level of theory: wB97M-V/def2-TZVPD.

Last column: Mulliken charge in e.
Element x y z (Å)
C 0.81 -0.05 3.05  -1.3144
C 0.88 0.58 1.68  0.0570
C -0.24 0.84 0.99  -0.3129
C -0.26 1.37 -0.39  -0.8814
C -0.99 0.74 -1.31  0.2539
C -1.10 1.19 -2.74  -1.2737
H 0.06 -0.85 3.14  0.2902
H 0.29 0.60 3.76  0.3248
H 1.80 -0.37 3.37  0.3187
H 1.85 0.71 1.21  0.5811
H -1.19 0.58 1.44  0.3238
H 0.20 2.32 -0.64  0.3570
H -1.53 -0.15 -1.03  0.3534
H -1.48 2.20 -2.81  0.3157
H -0.17 1.10 -3.32  0.2789
H -1.72 0.50 -3.33  0.3397
H 2.24 -1.85 -1.43  0.2849
H 1.68 -0.84 -0.43  0.2993
O 1.61 -1.13 -1.35  -0.6008
H -0.27 -2.28 -0.33  0.3040
H -1.23 -2.83 0.66  0.3107
O -1.22 -2.37 -0.18  -0.6096

* E_HOMO: -0.3100 Eh
* LUMO energy: 0.021 Ha
* structure (SMILES): C/C=C/C=C/C.O.O
* Kohn-Sham gap: 9.01 eV

# 9
A cluster of 3 separate species, C6H14O2 in total in a non-equilibrium geometry. Source: OMol25; level of theory: wB97M-V/def2-TZVPD.

Last column: Mulliken charge in e.
Element x y z (Å)
C 0.50 -1.00 1.98  0.0999
C 1.03 -1.06 3.21  -0.8299
C 0.79 -2.01 0.86  -0.6341
C 0.49 -1.48 -0.53  -0.2545
C 1.24 -0.79 -1.38  0.2229
C 0.95 -0.27 -2.77  -1.2535
H -0.08 -0.15 1.67  0.2036
H 0.81 -0.28 3.94  0.2432
H 1.56 -1.86 3.73  0.2769
H 0.25 -2.94 0.75  0.3019
H 1.87 -2.12 0.95  0.3023
H -0.62 -1.60 -0.88  0.1971
H 2.33 -0.59 -1.00  0.1648
H 1.86 -0.04 -3.31  0.3326
H 0.45 0.67 -2.71  0.2594
H 0.24 -0.84 -3.33  0.3801
H -3.51 2.78 -0.13  0.3047
H -3.70 4.22 -0.06  0.3295
O -4.16 3.40 0.21  -0.6317
H -0.58 2.02 0.35  0.2927
H -1.28 1.79 -0.95  0.2871
O -0.45 2.14 -0.60  -0.5949

* E_HOMO: -0.3414 Eh
* LUMO energy: 0.012 Ha
* structure (SMILES): C=CC/C=C/C.O.O
* Kohn-Sham gap: 9.61 eV

# 10
A cluster of 2 separate species, C6H14O2 in total in a non-equilibrium geometry. Source: OMol25; level of theory: wB97M-V/def2-TZVPD.

Last column: Mulliken charge in e.
Element x y z (Å)
C -0.72 0.22 -1.02  -0.4789
C 0.70 1.04 -1.20  -0.5304
C -1.78 1.08 -0.34  -1.3030
C 1.85 0.14 -1.55  -1.0690
H -0.70 -0.80 -0.63  0.3671
H -1.01 0.04 -2.06  0.4842
H 0.51 1.78 -1.98  0.4653
H 0.87 1.56 -0.25  0.2606
H -1.49 1.32 0.68  0.2727
H -1.88 2.03 -0.87  0.3884
H 1.74 -0.28 -2.54  0.3486
H 2.81 0.65 -1.45  0.3159
H -2.75 0.59 -0.34  0.3357
H 1.87 -0.70 -0.79  0.2185
C -0.83 -1.55 2.00  -1.0344
C 0.47 -1.03 1.45  0.6552
O 0.77 0.19 1.94  -0.4387
O 1.29 -1.69 0.84  -0.6236
H 1.67 0.44 1.65  0.3702
H -1.51 -0.73 2.20  0.3129
H -1.26 -2.27 1.32  0.3306
H -0.62 -2.05 2.94  0.3521

* E_HOMO: -0.3832 Eh
* LUMO energy: 0.030 Ha
* structure (SMILES): CC(=O)O.CCCC
* Kohn-Sham gap: 11.23 eV

Question: Which value of LUMO energy does entry 9 give?
Answer: 0.012 Ha

Question: LUMO energy of number 6 (C6H14O2)?
Answer: 0.024 Ha

Question: Which formula does entry 6 have?
Answer: C6H14O2

Question: Which formula does entry 7 have?
Answer: C6H14O2